This record from the Open Molecules 2025 dataset describes a structure of composition C16H13EuN2O6. The level of theory is wB97M-V/def2-TZVPD.

Properties
**Total charge**: +1
**Energy above the lowest of the compared OMol25 structures with the same formula, charge and spin**: 0.00 kcal/mol
**⟨S²⟩**: 15.781
**HOMO energy (alpha / beta)**: -0.3384 / -0.3473 Eh
**2S+1**: 8
**LUMO energy (alpha / beta)**: -3.598 / -3.600 eV

```
38
Properties=species:S:1:pos:R:3:forces:R:3
O -1.8227 -3.4446 -0.4553 1.570 3.051 -0.170
C -1.3024 -2.4220 -0.4809 -1.700 -3.296 0.218
Eu -0.2567 0.1016 -0.0558 -0.970 0.563 -1.143
O 2.6388 -1.6053 1.7036 -2.047 1.087 -2.278
C 1.8810 -1.2125 0.9377 2.269 -1.274 2.552
C 1.5099 1.9153 -0.6613 1.990 2.366 0.086
O 2.2023 2.8275 -0.7002 -1.724 -2.136 -0.136
C -1.2909 1.4635 -2.0951 2.957 -0.353 1.320
O -1.3711 2.3584 -2.8544 -1.283 -0.124 -0.222
C 1.0514 -0.7187 -2.2050 2.034 -0.901 -2.755
O 1.6987 -1.0078 -3.1067 -1.755 0.823 2.273
H -2.1692 0.8475 -1.5619 -1.143 0.091 -0.282
C -2.3311 0.4087 6.5496 -0.211 -0.077 0.584
N -2.2876 0.2480 5.1157 -0.319 -0.196 0.572
N -1.2754 0.7298 4.3556 0.637 0.023 -0.634
C -1.5414 0.4558 3.0410 0.024 0.276 -0.144
O -0.6659 0.6471 2.1246 -0.908 0.026 0.789
C -2.8605 -0.0781 3.0119 0.744 -0.059 -0.319
C -3.2456 -0.2560 4.3212 0.245 0.378 -0.102
C -4.4417 -0.8992 4.8905 -0.889 -0.479 0.081
C -0.0028 1.1024 4.8786 0.522 0.042 -0.153
C 0.6150 0.3077 5.8402 0.094 0.169 0.020
C 1.8806 0.6654 6.3093 0.123 0.158 -0.279
C 2.5631 1.7480 5.7335 -0.374 0.063 0.115
C 1.9192 2.5440 4.7736 0.097 -0.258 0.019
C 0.6426 2.2160 4.3308 -0.314 -0.059 0.239
H -3.3629 0.2156 6.8575 0.292 0.145 0.002
H -2.0459 1.4217 6.8548 -0.079 -0.194 -0.211
H -1.6769 -0.3086 7.0559 -0.237 0.178 -0.060
H -3.3907 -0.3180 2.1063 -0.119 -0.181 0.129
H -4.1774 -1.7297 5.5612 0.029 0.273 -0.157
H -5.0909 -0.2121 5.4519 0.245 -0.081 -0.186
H -5.0399 -1.3286 4.0802 0.097 0.148 0.168
H 0.1049 -0.5862 6.2008 0.339 0.276 -0.024
H 2.3260 0.0895 7.1211 0.020 0.099 -0.366
H 3.5868 1.9873 6.0369 -0.476 -0.060 0.016
H 2.3996 3.4332 4.3635 0.003 -0.342 0.116
H 0.1293 2.8095 3.5702 0.217 -0.164 0.323
```
Positions in Å, forces in eV/Å.

For each atom in turn, the natural (NBO) charge in e is:
1. O -0.4070
2. C 0.5304
3. Eu 0.8156
4. O -0.4103
5. C 0.5382
6. C 0.5074
7. O -0.4239
8. C 0.1283
9. O -0.4914
10. C 0.5100
11. O -0.4279
12. H -0.0105
13. C -0.4218
14. N -0.1495
15. N -0.2206
16. C 0.5979
17. O -0.7999
18. C -0.4137
19. C 0.2625
20. C -0.6696
21. C 0.1751
22. C -0.2503
23. C -0.1945
24. C -0.1937
25. C -0.1866
26. C -0.2264
27. H 0.2368
28. H 0.2395
29. H 0.2162
30. H 0.2409
31. H 0.2453
32. H 0.2475
33. H 0.2525
34. H 0.2189
35. H 0.2329
36. H 0.2344
37. H 0.2312
38. H 0.2359

---

This record from the Open Molecules 2025 dataset describes a structure of composition C16H13F3N3O3SV. The level of theory is wB97M-V/def2-TZVPD.

Properties
**Total charge**: 0
**Energy above the lowest of the compared OMol25 structures with the same formula, charge and spin**: 14.38 kcal/mol
**⟨S²⟩**: 2.021
**HOMO energy (alpha / beta)**: -0.3208 / -0.3228 Eh
**2S+1**: 3
**LUMO energy (alpha / beta)**: -0.364 / -0.642 eV

```
40
Properties=species:S:1:pos:R:3:forces:R:3
V -0.9514 0.9907 0.1871 -0.327 0.042 -0.392
C 1.2470 -1.7070 1.5628 0.019 0.026 0.009
C 1.8974 -1.3671 0.3811 0.023 0.047 0.017
C 2.7587 -0.2780 0.3523 0.004 0.013 -0.015
C 2.9831 0.4635 1.5050 0.000 -0.018 -0.020
C 2.3445 0.1160 2.6851 -0.003 -0.003 0.015
C 1.4723 -0.9648 2.7138 0.014 -0.001 0.000
H 0.5689 -2.5507 1.5821 0.002 0.002 0.000
H 1.7354 -1.9533 -0.5140 0.004 -0.023 0.019
H 3.2559 -0.0069 -0.5707 0.004 0.003 0.003
H 3.6467 1.3177 1.4772 0.002 0.001 0.005
H 2.5120 0.6963 3.5833 0.005 0.003 -0.002
H 0.9656 -1.2264 3.6341 0.001 -0.001 0.000
N -1.2838 4.0703 -2.5227 -0.025 0.003 -0.086
C -1.2257 2.8239 -2.0004 0.054 -0.194 0.277
S -2.4834 2.3787 -0.8321 0.023 0.286 0.027
N -0.2899 2.0092 -2.3802 0.070 0.129 -0.267
N -0.4055 0.7985 -1.7182 0.042 -0.079 0.074
C -0.2551 -0.2857 -2.3857 0.157 -0.029 0.054
C -0.5711 -1.5878 -1.8557 -0.074 -0.077 0.039
C -0.2820 -2.7140 -2.6466 0.047 0.166 -0.063
C -0.6369 -3.9816 -2.2600 -0.070 -0.067 0.113
C -1.3354 -4.1493 -1.0577 0.092 0.011 -0.172
C -1.6451 -3.0638 -0.2736 -0.019 0.161 0.239
C -1.2567 -1.7626 -0.6316 0.023 -0.273 -0.149
O -1.5651 -0.7655 0.1844 0.183 0.121 0.126
H -1.7976 4.7622 -2.0063 -0.003 -0.002 0.005
H -0.4689 4.3845 -3.0247 -0.004 -0.007 -0.007
H 0.0833 -0.2080 -3.4168 -0.103 0.057 -0.026
H 0.2343 -2.5551 -3.5867 -0.003 -0.023 0.002
H -0.3950 -4.8325 -2.8812 -0.007 -0.006 0.007
H -1.6405 -5.1392 -0.7442 -0.001 -0.001 0.006
H -2.1866 -3.1753 0.6574 0.000 -0.031 -0.016
F -2.1793 2.1269 2.4160 -0.059 -0.140 0.055
C -0.9877 2.5830 2.9187 0.004 -0.246 -0.241
F -0.3772 1.5029 3.4190 0.117 0.009 0.148
F -1.2377 3.4208 3.8981 -0.074 0.189 0.043
C -0.2431 3.1915 1.7007 0.159 -0.089 -0.067
O -0.3008 4.3719 1.5110 0.267 0.055 0.049
O 0.2965 2.2657 0.9398 -0.545 -0.013 0.193
```
Positions in Å, forces in eV/Å.

For each atom in turn, the natural (NBO) charge in e is:
1. V 1.4132
2. C -0.2425
3. C -0.1831
4. C -0.2248
5. C -0.2047
6. C -0.2031
7. C -0.2205
8. H 0.2205
9. H 0.2112
10. H 0.2142
11. H 0.2181
12. H 0.2166
13. H 0.2174
14. N -0.7884
15. C 0.3093
16. S -0.1953
17. N -0.4034
18. N -0.3441
19. C 0.1587
20. C -0.2142
21. C -0.1433
22. C -0.2543
23. C -0.1763
24. C -0.2257
25. C 0.3563
26. O -0.7501
27. H 0.4084
28. H 0.4037
29. H 0.2103
30. H 0.2132
31. H 0.2212
32. H 0.2191
33. H 0.2229
34. F -0.3265
35. C 0.8718
36. F -0.3095
37. F -0.2855
38. C 0.6933
39. O -0.5365
40. O -0.7676

---

This record from the Open Molecules 2025 dataset describes a structure of composition C16H13F6N2NiO3S. The level of theory is wB97M-V/def2-TZVPD.

Properties
**Total charge**: -1
**⟨S²⟩**: 2.006
**HOMO energy (alpha / beta)**: -0.1476 / -0.1459 Eh
**2S+1**: 3
**LUMO energy (alpha / beta)**: 2.413 / 2.413 eV

```
42
Properties=species:S:1:pos:R:3:forces:R:3
Ni 0.1486 0.2223 0.1941 -0.186 -0.700 0.220
O 2.4001 -3.0238 -0.6820 -0.108 0.117 -0.006
C 1.3916 -2.3501 -0.4767 -0.068 0.019 -0.013
O 1.3976 -1.0641 -0.4662 0.200 0.115 -0.065
C 0.0749 -3.1028 -0.2417 -0.079 0.048 0.013
C 0.2266 -4.4777 -0.0326 -0.039 0.050 0.024
C -0.8481 -5.3272 0.1558 0.010 0.024 -0.005
C -2.1332 -4.7966 0.1316 -0.002 0.004 0.001
C -2.3115 -3.4419 -0.0664 0.036 0.013 -0.009
C -1.2301 -2.5622 -0.2560 0.169 -0.084 0.048
S -1.6758 -0.8821 -0.5411 -0.289 0.051 -0.111
H 1.2404 -4.8546 -0.0352 -0.008 0.001 -0.012
H -0.6890 -6.3878 0.3155 0.003 0.030 -0.001
H -2.9967 -5.4392 0.2729 0.022 0.033 0.002
H -3.3103 -3.0193 -0.0733 0.048 -0.022 -0.005
C 0.9467 0.0175 4.3871 0.037 -0.008 0.058
C 0.8401 0.6867 3.0128 -0.002 0.085 0.030
O 0.0914 -0.0416 2.1523 0.210 0.391 -0.121
C 0.1842 2.0866 3.2240 -0.109 -0.145 -0.235
F -0.0048 2.7426 2.0513 0.045 -0.064 0.166
F -1.0296 1.9396 3.7830 0.072 0.100 -0.082
F 0.8736 2.9307 4.0225 -0.015 -0.029 0.012
C 2.2841 0.8687 2.4692 -0.171 -0.027 -0.247
F 2.9130 -0.3026 2.4174 0.061 0.033 0.011
F 2.2656 1.3627 1.1962 0.022 0.008 0.195
F 3.0613 1.7112 3.1844 -0.023 -0.052 -0.025
H -0.0525 -0.0521 4.8127 0.027 -0.023 -0.012
H 1.6017 0.5664 5.0689 -0.049 -0.043 -0.014
H 1.3304 -0.9888 4.2328 -0.002 0.018 0.017
N -0.3438 6.0992 -0.9094 0.010 -0.001 -0.038
C -0.2438 4.7236 -0.9776 -0.028 -0.040 -0.010
C -1.3810 3.9154 -0.9277 0.009 0.092 -0.003
C -1.2299 2.5473 -0.9592 -0.012 -0.114 -0.086
N -0.0420 1.9412 -1.0644 0.276 0.125 0.275
C 1.0411 2.7214 -1.1762 -0.056 -0.071 -0.089
C 0.9924 4.0960 -1.1433 -0.034 0.095 -0.046
H -1.1577 6.4548 -0.4366 -0.023 0.009 -0.014
H 0.5016 6.5845 -0.6608 0.016 0.017 0.019
H -2.3672 4.3545 -0.8388 0.023 -0.030 0.022
H -2.0886 1.8866 -0.8925 0.042 0.018 0.046
H 1.9868 2.2038 -1.2891 -0.025 -0.007 0.072
H 1.9017 4.6796 -1.2223 -0.008 -0.038 0.016
```
Positions in Å, forces in eV/Å.

For each atom in turn, the natural (NBO) charge in e is:
1. Ni 1.4035
2. O -0.6929
3. C 0.7829
4. O -0.8465
5. C -0.2188
6. C -0.1060
7. C -0.2903
8. C -0.2115
9. C -0.2516
10. C -0.1001
11. S -0.4572
12. H 0.2251
13. H 0.1933
14. H 0.1925
15. H 0.2065
16. C -0.6392
17. C 0.1023
18. O -0.8996
19. C 0.9477
20. F -0.3435
21. F -0.3276
22. F -0.3397
23. C 0.9500
24. F -0.3068
25. F -0.3488
26. F -0.3379
27. H 0.2278
28. H 0.2057
29. H 0.2367
30. N -0.7886
31. C 0.2229
32. C -0.3114
33. C 0.0783
34. N -0.5595
35. C 0.0836
36. C -0.3203
37. H 0.3826
38. H 0.3812
39. H 0.2140
40. H 0.2275
41. H 0.2191
42. H 0.2145

---

Respective electronic energy values: -1888.4749 -2649.3868 -3458.6213 hartree.